Entry 1:
Formula: C5H10O2
Source: the Open Molecules 2025 dataset
Level of theory: the ωB97M-V functional and the def2-TZVPD basis

Last column: Mulliken charge in e.
CARTESIAN COORDINATES (ANGSTROEM)
C -2.5222 1.3680 -1.1972  -1.010
C -1.4332 0.9619 -0.2606  -0.070
C -0.7072 -0.1900 -0.3053  -0.821
C 0.2047 -0.6857 0.7489  -0.436
C 0.1701 -1.9841 1.1767  -0.678
O -0.9527 -2.7937 1.1487  -0.221
H -3.4357 1.5488 -0.6075  0.227
H -2.4061 2.4061 -1.5513  0.250
H -2.7488 0.7377 -2.0595  0.330
H -0.9970 1.7043 0.4303  0.295
H -0.9525 -0.9850 -1.0293  0.331
H 0.7574 0.0967 1.3185  0.293
H 1.0561 -2.4368 1.6550  0.270
H -1.6520 -2.1316 0.9814  0.246
H 4.5013 0.4864 -0.2996  0.335
H 5.9857 0.7754 -0.2124  0.310
O 5.1319 1.1216 0.0634  -0.652

Computed properties:
relative energy (zero: lowest compared OMol25 entry of this formula, charge and spin) = 131.80 kJ/mol
charge = -1
spin multiplicity = 2
expectation value of S² = 0.777
HOMO level (alpha / beta) = 0.0223 / -0.0852 Ha
orbital gap (alpha / beta) = 0.0946 / 0.2021 hartree
E_tot = -9439.1666 eV


Entry 2:
Formula: C6H4N2O
Source: the Open Molecules 2025 dataset
Level of theory: the ωB97M-V functional and the def2-TZVPD basis

Last column: Mulliken charge in e.
CARTESIAN COORDINATES (ANGSTROEM)
O 3.0289 -0.2552 -0.3629  -0.529
C 1.8557 -0.1659 -0.0290  0.445
C 0.7588 -1.3093 0.1444  -0.655
C -0.4382 -0.8051 -0.0601  0.625
N -1.7818 -1.2430 -0.0829  -0.622
C -2.4447 -0.1250 -0.2318  0.057
N -1.6049 1.1036 -0.0916  -0.626
C -0.3997 0.6223 -0.1271  0.262
C 1.0177 1.0586 0.0721  -0.411
H 0.9409 -2.3059 0.1719  0.496
H -3.4931 0.1295 -0.2543  0.398
H 1.4282 2.0012 -0.4110  0.349
H 1.1322 1.2942 1.2623  0.211

Computed properties:
relative energy (zero: lowest compared OMol25 entry of this formula, charge and spin) = 155.96 kJ/mol
HOMO level = -0.3848 Ha
orbital gap = 0.3333 hartree
E_tot = -11312.0115 eV


Entry 3:
Formula: C8H12N3
Source: the Open Molecules 2025 dataset
Level of theory: the ωB97M-V functional and the def2-TZVPD basis

Last column: Mulliken charge in e.
CARTESIAN COORDINATES (ANGSTROEM)
C -1.2796 -0.9189 -2.4923  -0.472
C 0.0537 -1.2621 -2.1955  -0.692
C -2.0343 -0.3171 -1.5640  -0.703
C 0.5468 -1.1199 -0.9032  -0.390
C -1.4892 -0.1392 -0.2363  1.078
C -0.2428 -0.6500 0.1377  0.409
C 1.6380 1.6200 0.6091  -0.864
C 0.4440 -0.3749 1.4751  -1.030
N -2.3395 0.5965 0.6570  -0.301
N 2.7065 0.3416 2.1133  -1.118
N 1.6909 0.4177 1.3462  0.843
H -1.5541 -0.9284 -3.5414  0.383
H 0.7105 -1.6851 -2.8391  0.510
H -3.0236 -0.0888 -1.8176  0.426
H 1.5238 -1.3720 -0.6017  0.545
H 2.0749 1.4542 -0.4828  0.238
H 0.6182 1.9918 0.3692  0.249
H 2.0131 2.4829 1.1492  0.391
H -0.2064 0.2355 2.0998  0.319
H -1.9672 0.9751 1.5372  0.210
H 0.7694 -1.3568 1.7794  0.458
H -3.3664 0.5764 0.6465  0.274
H 2.7135 -0.4786 2.7542  0.236

Computed properties:
relative energy (zero: lowest compared OMol25 entry of this formula, charge and spin) = 110.06 kJ/mol
charge = +1
spin multiplicity = 3
expectation value of S² = 2.032
HOMO level (alpha / beta) = -0.3739 / -0.4805 Ha
orbital gap (alpha / beta) = 0.2387 / 0.2020 hartree
E_tot = -12949.9240 eV


Entry 4:
Formula: C2HCl2NO2
Source: the Open Molecules 2025 dataset
Level of theory: the ωB97M-V functional and the def2-TZVPD basis

Last column: Mulliken charge in e.
CARTESIAN COORDINATES (ANGSTROEM)
C 0.6401 0.3394 -0.0978  -0.282
C -1.3461 0.6605 -0.0148  0.258
N 1.0934 -0.9187 -0.0110  0.869
O 0.3639 -1.8931 -0.0699  -0.564
O 2.3251 -0.9460 0.0918  -0.567
Cl -1.9282 2.1905 0.0738  -0.068
Cl -2.3130 -0.6690 -0.1121  -0.028
H 1.1647 1.2362 0.1400  0.381

Computed properties:
relative energy (zero: lowest compared OMol25 entry of this formula, charge and spin) = 455.37 kJ/mol
HOMO level (alpha / beta) = -0.3701 / -0.3194 Ha
orbital gap (alpha / beta) = 0.3242 / 0.2313 hartree
E_tot = -32711.9422 eV


Entry 5:
Formula: C2H12CeClN2
Source: the Open Molecules 2025 dataset
Level of theory: the ωB97M-V functional and the def2-TZVPD basis

Last column: Mulliken charge in e.
CARTESIAN COORDINATES (ANGSTROEM)
C 0.0891 0.7756 -2.8286  -0.937
Ce -0.3484 -0.4315 -0.9997  1.090
N 0.0600 -0.5841 1.6456  -0.709
N -1.2134 2.0025 0.1147  -0.705
H 0.9771 -0.2563 1.9543  0.284
H -1.2860 -1.7951 -0.2774  -0.072
H 0.3332 -0.2321 -3.2697  0.323
H 0.8144 1.6194 -3.0421  0.388
H -1.0070 0.9834 -2.8341  0.270
H -0.5406 2.4449 0.7507  0.270
H -2.0536 1.8105 0.6744  0.306
H -1.4906 2.7601 -0.5252  0.277
H -0.6557 -0.1090 2.1995  0.273
H -0.0034 -1.5834 1.8664  0.316
Cl 2.1443 1.7559 -0.8196  -0.149
C 2.1521 0.0124 -1.0906  -0.863
H 2.7580 -0.2400 -1.9897  0.338
H 2.6745 -0.4165 -0.2185  0.299

Computed properties:
charge = +1
HOMO level (alpha / beta) = -0.4343 / -0.4341 Ha
orbital gap (alpha / beta) = 0.2797 / 0.2801 hartree
E_tot = -30689.7417 eV


Entry 6:
Formula: C4H8ClN4
Source: the Open Molecules 2025 dataset
Level of theory: the ωB97M-V functional and the def2-TZVPD basis

Last column: Mulliken charge in e.
CARTESIAN COORDINATES (ANGSTROEM)
H -1.8608 2.3340 -1.1308  0.216
N -1.5185 2.3188 -0.1302  -0.584
C -0.7390 1.4933 0.4204  0.435
C -0.7110 1.7108 2.0598  0.387
Cl -1.3304 3.1106 2.6348  -0.070
N -0.4295 0.6842 2.6756  -0.398
C 0.2239 -0.4128 2.0813  -0.677
C 1.0600 -0.0578 0.8313  -0.502
N 0.1520 0.5345 -0.0318  0.021
N 0.2513 0.2530 -1.6400  -0.384
H -0.5922 -1.0787 1.7693  0.376
H 0.7269 -0.8792 2.9771  0.374
H 1.8898 0.5498 1.0220  0.358
H 1.3910 -1.1062 0.4730  0.356
H -0.5565 -0.4061 -1.7679  0.390
H 1.1683 -0.0264 -1.9312  0.360
H -0.0286 1.0759 -2.2045  0.344

Computed properties:
relative energy (zero: lowest compared OMol25 entry of this formula, charge and spin) = 476.00 kJ/mol
charge = +1
HOMO level = -0.4809 Ha
orbital gap = 0.3097 hartree
E_tot = -22749.7399 eV


Entry 7:
Formula: C16H32F3N4O2Ta
Source: the Open Molecules 2025 dataset
Level of theory: the ωB97M-V functional and the def2-TZVPD basis

Last column: Mulliken charge in e.
CARTESIAN COORDINATES (ANGSTROEM)
Ta 0.5467 0.1989 0.5319  0.592
N 2.3558 0.0040 1.4153  0.060
N -0.1892 1.5264 1.9280  0.483
N 0.3040 -0.6500 -1.3593  0.832
N -1.4450 -0.3229 0.0336  0.578
H 1.8903 -0.6418 3.3888  0.269
C 2.5608 0.0580 2.8604  -0.953
H 2.4011 1.0869 3.2160  0.183
H 3.5972 -0.2335 3.0208  0.440
H 4.1289 -1.0326 1.2692  0.458
C 3.5271 -0.3832 0.6243  -0.850
H 4.0942 0.5238 0.3719  0.222
H 3.2349 -0.9180 -0.3051  0.119
C -0.7995 0.9158 3.1031  -1.113
H -1.8684 1.1979 3.1776  0.299
H -0.7543 -0.1833 3.0494  0.236
H -0.2869 1.2185 4.0422  0.336
H -1.3786 3.2686 1.9281  0.287
C -0.3130 2.9709 1.9642  -0.960
H 0.1247 3.4102 2.8803  0.344
H 0.1942 3.4323 1.1121  0.103
C 1.0071 -1.2527 -2.4958  0.306
H 1.5671 -2.1366 -2.1151  0.210
C 1.9841 -0.2444 -3.0666  -1.283
H 2.7765 0.0279 -2.3476  0.239
H 2.4641 -0.7032 -3.9505  0.494
H 1.4326 0.6528 -3.3950  0.209
C 0.0038 -1.7000 -3.5359  -1.712
H 0.5902 -2.0512 -4.3909  0.487
H -0.6137 -2.5230 -3.1628  0.302
H -0.6234 -0.8518 -3.8400  0.344
H -4.5936 -1.4798 0.5005  0.537
C -3.5848 -1.5995 0.0991  -1.592
H -3.6150 -1.5936 -0.9967  0.279
H -3.1736 -2.5476 0.4599  0.262
C -2.7581 -0.4630 0.6706  0.685
H -2.5616 -0.7386 1.7241  -0.023
C -3.3635 0.9405 0.6741  -1.053
H -2.7081 1.6519 0.1507  0.089
H -4.3456 0.9121 0.1856  0.462
H -3.4705 1.2761 1.7175  0.213
H -1.7279 -1.2192 -1.9846  0.360
C -1.0382 -0.8635 -1.1372  -0.296
C 0.5161 -1.8088 1.2852  -0.585
H 1.5083 -2.0154 0.7785  0.259
H 0.6355 -1.7444 2.3869  0.415
C -0.4812 -2.8731 0.8231  -0.448
H -1.0721 -3.4190 1.6204  0.303
C -0.8376 -3.2392 -0.4862  -0.962
H -0.0525 -3.3937 -1.2509  0.471
H -1.8715 -3.4122 -0.8546  0.299
F 0.5033 4.1185 -3.1773  -0.257
C 1.1486 3.7830 -2.0335  0.754
F 2.4674 3.6337 -2.3168  -0.243
F 1.0512 4.8305 -1.1587  -0.274
C 0.4307 2.4978 -1.4016  0.324
O -0.7363 2.2704 -1.6679  -0.558
O 1.2175 1.8316 -0.5628  -0.981

Computed properties:
relative energy (zero: lowest compared OMol25 entry of this formula, charge and spin) = 50.61 kJ/mol
HOMO level = -0.2916 Ha
orbital gap = 0.2954 hartree
E_tot = -36869.2990 eV


Entry 8:
Formula: C5H11N
Source: the Open Molecules 2025 dataset
Level of theory: the ωB97M-V functional and the def2-TZVPD basis

Last column: Mulliken charge in e.
CARTESIAN COORDINATES (ANGSTROEM)
C 2.1676 0.0967 -1.0729  -1.217
C 1.4643 0.5814 0.2013  -0.278
N -2.0938 -0.3481 -0.6001  -0.658
C -0.9127 -0.0560 0.1521  0.118
C 0.0267 0.8932 -0.0638  -0.576
C -0.9439 -0.8672 1.4443  -0.918
H 3.2456 -0.0713 -0.9903  0.352
H 1.9601 0.6460 -1.9908  0.349
H 1.7925 -0.9246 -1.2625  0.281
H 1.5989 -0.2211 0.9274  0.152
H 2.0062 1.4557 0.5724  0.339
H -2.2208 0.3717 -1.3136  0.359
H -1.1828 -0.9228 -0.9008  0.421
H -0.4078 1.8900 -0.0683  0.382
H -1.4259 -1.8400 1.2942  0.315
H 0.0281 -0.9645 1.9042  0.348
H -1.5561 -0.2820 2.1213  0.230

Computed properties:
relative energy (zero: lowest compared OMol25 entry of this formula, charge and spin) = 342.02 kJ/mol
HOMO level = -0.2831 Ha
orbital gap = 0.3199 hartree
E_tot = -6849.9838 eV